{"formula": "C41H96N4O13", "method": "ωB97M-V/def2-TZVPD", "species": ["C", "O", "C", "C", "N", "C", "C", "O", "C", "H", "H", "H", "H", "H", "H", "H", "H", "H", "H", "H", "H", "H", "H", "H", "C", "C", "C", "C", "C", "C", "N", "O", "C", "C", "C", "H", "H", "H", "H", "H", "H", "H", "H", "H", "H", "H", "H", "H", "H", "H", "H", "H", "H", "H", "C", "C", "C", "C", "C", "C", "N", "O", "C", "C", "C", "H", "H", "H", "H", "H", "H", "H", "H", "H", "H", "H", "H", "H", "H", "H", "H", "H", "H", "H", "C", "C", "C", "C", "C", "C", "N", "O", "C", "C", "C", "H", "H", "H", "H", "H", "H", "H", "H", "H", "H", "H", "H", "H", "H", "H", "H", "H", "H", "H", "C", "C", "O", "O", "H", "H", "H", "H", "H", "H", "C", "C", "O", "O", "H", "H", "H", "H", "H", "H", "C", "C", "O", "O", "H", "H", "H", "H", "H", "H", "C", "C", "O", "O", "H", "H", "H", "H", "H", "H"], "positions_angstrom": [[-2.127, 5.350, -7.551], [-1.874, 4.198, -8.246], [-2.642, 3.076, -7.822], [-4.163, 3.311, -8.100], [-4.565, 2.760, -9.366], [-4.186, 3.603, -10.503], [-3.854, 2.810, -11.806], [-4.947, 2.106, -12.407], [-4.581, 1.671, -13.667], [-2.205, 5.114, -6.490], [-3.065, 5.743, -7.942], [-1.479, 6.175, -7.846], [-2.559, 2.862, -6.756], [-2.332, 2.290, -8.510], [-4.501, 4.316, -7.845], [-4.790, 2.767, -7.392], [-5.573, 2.738, -9.425], [-3.308, 4.164, -10.186], [-5.033, 4.264, -10.687], [-2.958, 2.191, -11.776], [-3.557, 3.532, -12.567], [-4.636, 2.576, -14.272], [-5.407, 1.018, -13.946], [-3.612, 1.202, -13.834], [0.875, 10.951, 1.979], [1.288, 9.504, 2.204], [0.061, 8.602, 2.576], [-0.784, 8.192, 1.298], [0.005, 7.764, 0.075], [1.235, 8.669, -0.293], [1.956, 9.111, 0.980], [3.201, 9.707, 0.752], [2.213, 7.781, -1.095], [0.793, 9.897, -1.030], [2.309, 9.424, 3.317], [0.034, 11.052, 1.292], [1.614, 11.653, 1.593], [0.466, 11.372, 2.897], [0.557, 7.790, 3.108], [-0.563, 9.062, 3.342], [-1.351, 9.078, 1.012], [-1.464, 7.366, 1.502], [-0.613, 7.787, -0.823], [0.532, 6.816, 0.180], [2.530, 6.963, -0.449], [1.675, 7.342, -1.936], [3.099, 8.284, -1.483], [1.548, 10.677, -1.124], [0.624, 9.661, -2.080], [-0.008, 10.390, -0.478], [2.799, 8.455, 3.411], [1.749, 9.627, 4.230], [3.067, 10.202, 3.221], [2.935, 10.623, 0.652], [-2.376, -10.009, 0.340], [-1.010, -9.339, 0.535], [-1.157, -7.839, 0.317], [-1.787, -7.012, 1.467], [-1.071, -7.256, 2.779], [-0.998, -8.748, 3.127], [-0.544, -9.481, 1.946], [-0.334, -10.849, 2.219], [0.156, -8.761, 4.146], [-2.356, -9.210, 3.627], [0.120, -9.743, -0.389], [-2.662, -9.968, -0.711], [-3.283, -9.748, 0.886], [-2.226, -11.065, 0.566], [-0.197, -7.375, 0.088], [-1.753, -7.632, -0.572], [-2.789, -7.435, 1.541], [-1.797, -5.935, 1.297], [-1.724, -6.823, 3.536], [-0.119, -6.725, 2.766], [0.025, -8.252, 5.100], [0.565, -9.768, 4.234], [1.040, -8.303, 3.703], [-2.369, -10.115, 4.234], [-2.642, -8.442, 4.346], [-3.238, -9.146, 2.991], [1.114, -9.307, -0.286], [-0.272, -9.466, -1.367], [0.099, -10.827, -0.282], [-1.231, -11.163, 2.358], [1.414, -2.227, -0.590], [1.814, -0.800, -0.378], [1.058, 0.008, -1.549], [0.248, 1.226, -1.098], [-0.597, 0.852, 0.171], [0.252, 0.474, 1.370], [1.346, -0.413, 0.960], [2.104, -0.978, 2.021], [0.854, 1.728, 2.067], [-0.796, -0.205, 2.398], [3.310, -0.602, -0.502], [1.703, -2.578, -1.581], [0.361, -2.450, -0.413], [1.853, -2.856, 0.185], [1.926, 0.311, -2.135], [0.520, -0.576, -2.295], [-0.444, 1.715, -1.784], [0.959, 2.011, -0.841], [-1.442, 0.181, 0.019], [-1.090, 1.751, 0.542], [0.125, 2.334, 2.604], [1.677, 1.435, 2.718], [1.385, 2.500, 1.510], [-1.547, -0.782, 1.858], [-0.353, -1.007, 2.988], [-1.145, 0.394, 3.240], [4.060, -1.129, 0.089], [3.516, 0.465, -0.417], [3.665, -0.629, -1.532], [2.565, -0.172, 2.266], [1.616, -3.273, 8.933], [1.417, -1.863, 9.525], [2.466, -0.901, 9.253], [1.580, -3.223, 7.504], [0.929, -3.966, 9.419], [2.540, -3.781, 9.209], [1.252, -1.857, 10.602], [0.525, -1.553, 8.980], [2.267, -0.035, 9.615], [1.546, -2.298, 7.248], [0.979, 4.698, 8.725], [-0.157, 4.925, 7.737], [-1.395, 5.166, 8.390], [0.872, 3.587, 9.563], [1.150, 5.602, 9.310], [1.854, 4.649, 8.076], [-0.314, 4.060, 7.093], [0.194, 5.749, 7.115], [-1.610, 4.458, 9.000], [0.493, 3.748, 10.430], [-1.559, -4.158, -5.057], [-0.534, -5.143, -5.435], [-0.832, -5.729, -6.718], [-1.443, -3.005, -5.938], [-1.398, -3.744, -4.061], [-2.558, -4.499, -5.331], [-0.438, -5.877, -4.634], [0.448, -4.701, -5.604], [-0.057, -6.138, -7.111], [-1.754, -3.348, -6.779], [4.756, -6.115, 2.293], [5.316, -7.520, 2.760], [6.671, -7.571, 2.388], [5.781, -5.149, 2.021], [4.036, -5.777, 3.037], [4.167, -6.384, 1.416], [4.740, -8.411, 2.506], [5.388, -7.521, 3.847], [6.863, -6.646, 2.214], [5.294, -4.329, 2.136]], "lumo_energy_ev": 0.15, "de_lowest_kj_mol": 435.4, "total_charge": 0, "homo_lumo_gap_ev": 8.076, "total_energy_ev": -76638.351}